56
Properties=species:S:1:pos:R:3 method="wB97M-V/def2-TZVPD" homo_energy_ev=-7.43 charge=0 relative_energy_kj_mol=143.0 smiles="CCCCC1=CC2=CC(=O)[C@](C)(OC(=O)CC)C(=O)C2=CN1CCCCO" mol_weight_g_mol=375.5
O -2.409 0.469 -1.182
O -1.352 0.704 1.737
O -2.461 0.444 -3.424
O -0.995 2.780 -4.066
O -0.781 -1.760 -2.689
N 1.004 -0.587 0.828
C -0.568 1.937 -3.292
C -1.014 0.467 -3.507
C 0.280 2.219 -2.186
C 2.214 1.106 2.207
C 1.344 1.585 -0.058
C -0.486 -0.590 -2.532
C 1.484 0.702 0.962
C 0.512 -0.968 -0.362
C -1.717 -1.715 1.562
C 0.290 -0.108 -1.399
C 0.850 -1.473 1.968
C -4.966 -1.031 -2.556
C -0.663 0.054 -4.935
C -0.385 -2.385 1.925
C 3.600 0.454 2.298
C 5.737 0.281 3.628
C 4.355 0.915 3.542
C -4.524 0.417 -2.335
C 0.635 1.278 -1.261
C -2.007 -0.404 2.301
C -3.018 0.462 -2.232
H -1.664 0.804 0.825
H -1.114 0.764 -5.623
H 3.779 0.654 4.433
H 2.340 2.189 2.187
H -3.093 -0.237 2.305
H -1.765 -1.502 0.492
H -1.043 -0.946 -5.128
H 1.724 2.587 0.058
H -2.512 -2.428 1.789
H -4.949 0.806 -1.409
H 1.635 0.873 3.101
H -4.534 -1.419 -3.474
H 6.260 0.624 4.518
H 0.564 3.251 -2.048
H -1.671 -0.460 3.341
H 1.739 -2.108 2.068
H 3.508 -0.633 2.320
H -0.220 -3.218 1.238
H -4.640 -1.658 -1.728
H 5.660 -0.804 3.673
H 0.243 -2.005 -0.488
H 4.456 2.002 3.521
H -6.050 -1.084 -2.628
H 6.333 0.545 2.758
H 4.174 0.719 1.407
H -4.838 1.034 -3.175
H 0.774 -0.850 2.857
H 0.417 0.064 -5.061
H -0.472 -2.815 2.926

---

76
Properties=species:S:1:pos:R:3 method="wB97M-V/def2-TZVPD" homo_energy_ev=-8.20 charge=+1 mol_weight_g_mol=923.4
Cs -1.324 -1.001 2.184
Ca 1.376 -1.013 -0.073
K 2.576 0.503 5.832
Cl 0.680 4.108 -4.101
Cl 1.164 0.740 -3.774
P 0.776 7.395 0.498
P -1.327 1.860 -0.021
Al 2.276 5.388 1.890
F -3.275 -0.538 -1.197
O -0.586 6.796 0.111
O -2.552 -6.218 -6.588
O -2.612 1.275 7.934
O -2.462 -0.157 5.498
O 1.007 8.695 -0.291
O 0.206 -4.258 0.844
O -0.610 -5.522 -7.334
O 3.519 -0.428 -0.532
O 0.791 7.701 2.005
O 1.670 1.933 4.815
O 1.890 6.389 0.168
O 1.666 3.094 7.396
O 0.393 0.213 2.317
N -0.471 -6.177 1.811
N -1.414 -5.757 -6.420
N -1.203 -4.186 2.601
C -3.117 2.025 -0.771
C 3.378 1.062 -0.442
C -0.175 3.237 -0.671
C 1.757 1.355 -0.453
C 0.680 2.399 7.002
C -0.160 -4.979 -2.432
C -1.509 0.601 5.857
C 0.285 -4.933 -4.810
C 1.518 1.738 -5.205
C -0.986 -5.474 -5.044
C -1.849 -5.759 -3.977
C -0.464 2.136 7.656
C 1.380 2.935 -0.191
C 1.984 3.137 -4.830
C -3.862 0.581 -0.376
C -0.371 0.875 5.197
C -0.447 -4.837 1.697
C 0.745 1.764 5.616
C -1.622 1.323 7.197
C 0.694 -4.686 -3.498
C -1.428 -5.511 -2.669
H -1.003 -6.672 2.507
H 0.962 -4.702 -5.629
H 2.313 3.672 -5.726
H -2.088 -5.735 -1.834
H -0.205 0.415 4.230
H 2.665 -0.832 -0.898
H 0.620 1.768 -5.830
H 0.167 -4.792 -1.410
H -3.505 0.355 0.737
H -0.468 4.271 -0.152
H 3.838 1.460 0.585
H 1.679 -4.269 -3.305
H 3.884 1.614 -1.366
H -0.910 0.536 -0.472
H -2.840 -6.174 -4.145
H -3.095 2.046 -1.962
H 2.305 1.223 -5.765
H -3.712 2.933 -0.333
H 1.287 0.616 0.358
H -0.608 2.554 8.646
H 0.559 -0.656 2.000
H 1.516 3.123 0.966
H 2.820 3.107 -4.125
H 2.124 3.697 -0.730
H 1.243 1.037 -1.479
H -1.748 -4.646 3.311
H -0.231 3.436 -1.825
H -1.213 -3.176 2.550
H 0.084 -6.705 1.150
H -5.024 0.672 -0.479

---

63
Properties=species:S:1:pos:R:3 method="wB97M-V/def2-TZVPD" homo_energy_ev=-9.76 charge=0 smiles="C[C@H](Cl)CC1=CC(=O)C(CCCC(=O)O)=C(Br)C1=O.O=S1(=O)CCCC1.O=S1(=O)CCCC1" mol_weight_g_mol=590.0
Br -1.655 1.674 -0.126
Cl -0.190 -3.079 5.835
S 2.233 1.432 -4.875
S -3.909 -3.475 2.162
O 3.063 2.346 -4.133
O 2.323 -1.588 -2.212
O 2.111 2.909 3.141
O -2.243 1.172 3.013
O -2.518 -3.543 2.534
O 1.563 0.323 -4.237
O -4.613 -4.603 1.612
O 3.669 -0.909 -0.616
C 1.024 2.368 -5.801
C -4.941 -1.035 1.875
C 1.158 0.774 3.526
C 1.423 2.002 2.743
C 2.523 1.544 -0.176
C -4.071 -2.037 1.105
C 1.932 0.614 -1.233
C 3.143 0.814 -6.294
C -4.741 -1.307 3.369
C -1.097 1.040 2.675
C 0.720 2.069 1.417
C 1.626 -2.275 3.985
C 2.727 -0.672 -1.316
C 2.403 1.337 -7.532
C -0.086 0.285 3.502
C -4.836 -2.818 3.547
C -0.550 -0.954 4.218
C 1.490 2.624 0.268
C 0.571 -1.697 4.937
C 1.711 2.649 -7.134
C -0.538 1.618 1.406
H 2.621 -1.977 4.325
H 3.441 2.002 -0.539
H -1.378 -0.706 4.885
H 1.616 -3.360 4.003
H -4.396 -3.169 4.477
H 3.090 1.479 -8.364
H -4.673 -0.009 1.626
H -3.746 -0.968 3.668
H 0.911 0.331 -0.960
H 1.957 0.301 4.078
H 0.759 3.264 -5.245
H -5.991 -1.176 1.610
H 1.652 0.611 -7.847
H 1.906 1.119 -2.201
H 2.024 3.523 0.574
H -5.860 -3.180 3.456
H 2.455 3.439 -7.010
H -3.066 -1.652 0.942
H -0.977 -1.635 3.470
H 2.746 0.930 0.697
H 0.830 2.842 -0.569
H 1.523 -1.907 2.967
H 3.165 -0.272 -6.249
H -4.517 -2.324 0.156
H 4.156 1.208 -6.230
H 0.147 1.734 -5.932
H 1.002 -1.067 5.712
H 1.651 -1.178 -2.779
H 0.997 2.975 -7.888
H -5.472 -0.781 3.980

---

57
Properties=species:S:1:pos:R:3 method="wB97M-V/def2-TZVPD" homo_energy_ev=-13.61 charge=+2 mol_weight_g_mol=403.6
Ca -0.658 -0.290 -2.711
F -1.575 -0.151 2.665
O -0.440 3.115 -1.658
O 1.591 -1.945 1.921
O -0.628 -0.074 -0.410
N -2.201 4.549 -1.491
C -2.291 0.162 1.506
C 2.089 -2.670 6.517
C 3.076 2.363 -2.941
C 1.169 -0.744 1.273
C 2.413 0.985 -3.189
C 1.322 -1.082 -2.119
C 1.668 -3.330 3.919
C 2.197 0.432 -4.501
C -3.208 -1.032 1.036
C 1.555 -0.872 -4.648
C -3.611 -0.982 -0.466
C -0.597 2.029 0.944
C -1.422 0.805 0.400
C 1.007 -2.079 3.226
C -1.262 3.642 -0.931
C 0.837 -1.977 -0.898
C 1.095 -1.641 -3.546
C 0.059 -1.153 0.259
C 2.000 0.232 -2.047
C 1.978 -3.047 5.377
C -1.355 3.333 0.604
H -0.309 1.922 2.004
H -2.935 4.060 -2.002
H 2.177 0.650 -1.045
H 0.848 -0.031 2.058
H 0.944 -4.173 3.942
H -2.443 3.172 0.791
H -0.081 -2.286 3.197
H -2.675 5.076 -0.757
H 2.423 -2.384 7.509
H -3.007 0.958 1.821
H -2.155 1.281 -0.297
H 0.330 2.043 0.324
H -1.000 4.219 1.165
H 2.512 2.811 -2.092
H 2.085 -0.324 0.805
H 1.421 -1.237 -5.680
H 0.095 -2.739 -1.241
H -2.760 -1.257 -1.144
H 2.921 2.957 -3.858
H -4.154 -0.918 1.612
H 1.288 -1.205 3.845
H -2.781 -2.001 1.361
H -4.101 -0.039 -0.775
H 2.587 -3.666 3.405
H 2.543 0.992 -5.385
H -4.357 -1.793 -0.621
H 1.725 -2.502 -0.496
H -0.583 -1.905 0.755
H 0.599 -2.603 -3.760
H 4.132 2.272 -2.631

---

72
Properties=species:S:1:pos:R:3 method="wB97M-V/def2-TZVPD" homo_energy_ev=-5.75 charge=-1 mol_weight_g_mol=682.4
Cl -2.887 -1.039 -1.982
Cl -4.045 2.611 -0.222
P -1.214 3.433 -1.583
F 3.760 1.476 -1.465
F 4.735 -0.706 -1.670
F -1.781 2.374 1.327
F 1.983 0.797 -2.519
F 2.965 -1.390 -2.726
F -0.306 -0.442 -2.778
O 3.884 -4.729 -0.074
O -1.575 4.421 -0.419
O 0.864 4.038 1.298
O 2.477 -3.149 0.373
O 1.786 -5.187 0.180
O 0.636 2.068 2.236
O -0.211 4.345 -2.483
O -2.285 3.075 -2.534
N -1.029 -1.497 0.470
N -0.355 -0.536 -0.320
N 2.728 -4.373 0.156
N 1.710 3.146 -0.953
C -2.621 0.475 -1.124
C 2.896 1.053 1.048
C 0.818 2.836 1.256
C -3.757 1.182 -1.144
C -1.662 1.003 1.137
C 0.979 2.155 -0.181
C -1.291 0.747 -0.360
C -0.308 -2.026 2.880
C 3.400 -0.834 -1.555
C 4.679 -0.900 1.370
C -4.989 0.792 -1.914
C 0.057 -1.177 -1.675
C -1.519 -2.416 3.768
C 1.884 0.833 -0.110
C -0.232 -2.661 -1.864
C 3.883 -0.014 1.253
C -0.388 1.898 -0.954
C 2.729 0.600 -1.378
C -0.449 -2.437 1.408
C 0.958 -0.292 0.349
C -2.930 0.383 1.732
H 0.546 -2.588 3.260
H -1.230 -2.988 -1.610
H 2.593 3.391 -0.546
H -0.064 -0.976 3.038
H -3.719 1.120 1.840
H -1.266 -3.236 4.437
H 5.554 -1.484 1.526
H -1.107 -3.310 1.404
H -1.726 5.309 -0.765
H 1.535 -1.213 0.293
H -3.336 -0.480 1.211
H 0.485 -3.249 -1.287
H -2.377 -2.689 3.156
H 0.160 3.760 -3.152
H -0.838 0.751 1.796
H -2.707 0.045 2.745
H 0.489 -2.869 1.065
H 2.368 1.109 1.995
H 1.135 -1.190 -1.740
H 0.849 -0.122 1.414
H -5.712 1.600 -1.882
H 3.195 -1.548 -0.756
H -1.777 -1.573 4.408
H -4.764 0.611 -2.962
H -0.019 -2.847 -2.915
H 1.732 2.986 -1.942
H -0.023 1.558 -1.930
H 3.434 1.990 0.915
H -1.955 -1.724 0.165
H -5.432 -0.082 -1.436

---

58
Properties=species:S:1:pos:R:3 method="wB97M-V/def2-TZVPD" homo_energy_ev=-8.56 charge=0 relative_energy_kj_mol=0.9 smiles="CN(CCC1CCOCC1)C(=O)C[C@H]1C(=O)NCCN1Cc1ccccc1F" mol_weight_g_mol=391.5
F -2.437 -3.336 -1.228
O -3.863 1.466 0.931
O 3.947 -0.523 -2.548
O 1.419 0.937 1.734
N 3.140 -2.596 -2.282
N 1.974 2.221 -0.028
N 1.209 -1.704 -0.451
C -1.790 2.595 1.555
C -1.184 2.295 0.182
C -2.184 -2.874 0.023
C -0.201 3.387 -0.256
C 2.776 2.535 -1.190
C -3.041 -3.239 1.045
C -1.080 -2.060 0.231
C -0.844 -1.608 1.525
C -2.845 1.546 1.905
C -2.328 2.153 -0.826
C -3.341 1.120 -0.328
C -1.687 -1.969 2.562
C 1.149 3.310 0.464
C -2.785 -2.780 2.324
C 2.049 1.084 0.699
C 2.132 -0.745 -1.010
C 2.227 -3.558 -1.708
C 3.151 -1.279 -2.018
C 1.765 -3.029 -0.345
C 2.902 -0.037 0.135
C -0.166 -1.657 -0.899
H 2.627 -2.988 0.328
H -2.832 3.115 -0.939
H -1.950 1.845 -1.804
H 3.801 -2.914 -2.978
H -2.862 0.129 -0.271
H 0.005 -0.966 1.705
H -3.350 1.800 2.839
H 3.141 1.649 -1.701
H 3.635 3.150 -0.902
H 1.018 -3.694 0.090
H 1.698 4.246 0.326
H 3.863 0.328 -0.222
H 2.738 -4.517 -1.597
H 0.992 3.147 1.532
H -4.199 1.060 -1.001
H -1.018 2.582 2.323
H 1.362 -3.705 -2.369
H -0.034 3.307 -1.333
H -1.488 -1.608 3.560
H 2.171 3.108 -1.894
H -3.445 -3.055 3.132
H -3.888 -3.870 0.827
H -0.404 -0.626 -1.179
H -0.650 1.342 0.247
H -2.259 3.582 1.538
H 1.560 0.013 -1.557
H -0.359 -2.290 -1.779
H -0.645 4.367 -0.066
H 3.068 -0.755 0.937
H -2.360 0.564 2.015

---

56
Properties=species:S:1:pos:R:3 method="wB97M-V/def2-TZVPD" homo_energy_ev=-8.16 charge=0 relative_energy_kj_mol=63.5 smiles="Cc1ccc2c(c1)N(C(=O)CCC(=O)NC1CCCCCC1)C[C@@H](C)O2" mol_weight_g_mol=358.5
O -3.677 -0.335 -0.260
O 0.276 -0.217 2.619
O 0.556 3.056 0.420
N -1.864 -0.053 1.910
N 1.948 1.360 1.023
C -0.048 -4.547 0.779
C -3.570 0.889 0.444
C 2.025 -0.662 -3.153
C 2.920 1.672 -2.663
C -2.760 -1.300 0.044
C 1.035 0.170 -0.936
C 2.267 0.838 -0.305
C -0.734 0.449 2.481
C 0.676 2.478 2.742
C 3.261 0.232 -3.054
C -0.993 -3.413 0.522
C -1.002 -2.299 1.346
C -2.614 1.848 -0.261
C -2.763 -2.427 -0.771
C -0.743 1.914 2.905
C -1.861 -1.230 1.115
C -3.154 0.603 1.893
C 1.054 2.338 1.267
C 1.395 -1.027 -1.812
C -1.886 -3.466 -0.542
C 2.889 1.950 -1.158
H -3.146 1.517 2.480
H 0.485 -1.602 -2.002
H -0.321 -2.249 2.178
H -1.583 1.512 -0.181
H 0.672 3.536 3.007
H 3.905 2.119 -0.795
H -3.888 -0.084 2.335
H 0.407 -0.198 -0.121
H 2.087 0.704 1.779
H 1.375 1.943 3.382
H -2.874 1.904 -1.315
H 3.741 0.244 -4.036
H 3.977 -0.192 -2.349
H 1.280 -0.158 -3.773
H 0.515 -4.783 -0.123
H -0.598 -5.441 1.071
H -2.690 2.844 0.167
H 1.955 1.930 -3.102
H 2.320 2.864 -0.992
H 0.651 -4.296 1.572
H 3.658 2.348 -3.101
H -3.464 -2.455 -1.590
H 2.076 -1.676 -1.254
H -4.584 1.307 0.430
H -1.895 -4.327 -1.193
H 0.461 0.904 -1.501
H 2.299 -1.590 -3.663
H -1.064 1.989 3.947
H 3.018 0.059 -0.131
H -1.407 2.505 2.277

---

60
Properties=species:S:1:pos:R:3 method="wB97M-V/def2-TZVPD" homo_energy_ev=-8.75 charge=0 relative_energy_kj_mol=79.0 smiles="O=C(O)C[C@@H]1CCC[C@H]1C(=O)c1ccccc1O.CNC(=O)[C@@H](NC(C)=O)[C@@H](C)O" mol_weight_g_mol=422.5
O 3.015 -2.587 2.023
O 0.978 -1.245 -5.047
O -1.645 1.854 -2.873
O 4.445 1.765 0.107
O 1.910 -0.517 0.916
O 4.943 1.988 2.299
O -1.283 -0.689 -0.786
N -3.760 1.234 -2.784
N -0.646 -0.554 -3.708
C -4.908 0.328 -2.847
C 2.931 3.069 1.371
C 1.650 -0.974 3.199
C -0.773 2.502 0.978
C 2.413 -3.032 4.265
C 2.361 -2.192 3.153
C 1.621 2.335 1.015
C 1.590 -0.074 2.019
C 4.174 2.201 1.210
C 1.041 -1.493 5.511
C 0.487 3.333 0.818
C -0.192 -1.304 -4.711
C -2.461 0.939 -2.907
C -0.436 1.462 2.041
C -2.001 -0.515 -3.119
C 1.101 1.387 2.124
C -2.068 -1.290 -1.786
C -1.649 -2.756 -1.885
C -1.132 -2.228 -5.461
C 1.755 -2.690 5.446
C 0.992 -0.641 4.403
H -4.827 -0.339 -3.707
H 1.750 1.796 0.069
H -3.946 2.215 -2.640
H -0.615 -2.840 -2.219
H 0.019 0.113 -3.340
H -2.705 -0.978 -3.804
H 0.519 4.114 1.586
H 5.664 1.422 1.982
H -1.635 3.114 1.260
H 1.797 -3.353 6.306
H -3.099 -1.274 -1.437
H -5.825 0.912 -2.953
H -1.739 -3.222 -0.903
H -1.001 2.002 0.031
H 2.973 -3.958 4.193
H 0.523 -1.224 6.427
H -1.537 -2.974 -4.784
H -1.930 -1.644 -5.913
H 3.052 3.929 0.706
H -0.880 0.496 1.776
H -0.847 1.769 3.008
H -0.353 -0.805 -1.005
H 2.886 3.449 2.394
H 1.422 1.785 3.091
H -4.979 -0.258 -1.930
H 0.531 3.811 -0.167
H 2.778 -1.942 1.316
H -2.304 -3.280 -2.578
H -0.569 -2.729 -6.248
H 0.419 0.276 4.501

---

Number 1: LUMO energy 0.166 eV, HOMO-LUMO gap 7.60 eV, calculated total energy -33975.607 eV. Number 2: LUMO energy -6.572 eV, HOMO-LUMO gap 1.63 eV, calculated total energy -141575.145 eV. Number 3: LUMO energy -0.959 eV, HOMO-LUMO gap 8.80 eV, calculated total energy -142878.235 eV. Number 4: LUMO energy -7.298 eV, HOMO-LUMO gap 6.31 eV, calculated total energy -51034.527 eV. Number 5: LUMO energy 2.124 eV, HOMO-LUMO gap 7.87 eV, calculated total energy -95237.384 eV. Number 6: LUMO energy 0.666 eV, HOMO-LUMO gap 9.23 eV, calculated total energy -35595.219 eV. Number 7: LUMO energy 0.746 eV, HOMO-LUMO gap 8.91 eV, calculated total energy -31388.255 eV. Number 8: LUMO energy 0.175 eV, HOMO-LUMO gap 8.92 eV, calculated total energy -39578.254 eV.